# 1
Formula: C39H35N4P2PdS
Source: the OMol25 dataset
Level of theory: ωB97M-V/def2-TZVPD

The geometry in XYZ format:
```
82
Properties=species:S:1:pos:R:3
Pd -0.10 0.54 0.36
C 2.25 0.77 2.52
P 2.21 0.37 0.72
C 2.81 -1.33 0.60
C 2.01 -2.39 1.04
C 2.50 -3.68 1.05
C 3.80 -3.92 0.62
C 4.60 -2.88 0.19
C 4.12 -1.58 0.17
C 3.34 1.44 -0.16
C 4.01 2.47 0.50
C 4.93 3.24 -0.18
C 5.20 2.99 -1.52
C 4.53 1.95 -2.18
C 3.61 1.19 -1.51
C 1.07 0.07 3.08
C 0.89 -0.71 4.26
C -0.39 -1.20 4.22
C -0.99 -0.70 3.04
C -2.34 -0.86 2.43
P -1.57 -1.56 0.95
C -1.67 -3.34 0.99
C -1.01 -4.03 2.02
C -1.18 -5.40 2.14
C -1.99 -6.07 1.23
C -2.62 -5.39 0.20
C -2.46 -4.02 0.06
C -2.16 -0.87 -0.58
C -3.17 0.11 -0.63
C -3.70 0.48 -1.85
C -3.25 -0.12 -3.02
C -2.25 -1.08 -2.98
C -1.69 -1.44 -1.78
N -0.06 0.11 2.37
H 2.17 1.85 2.67
H 3.19 0.42 2.96
H 0.99 -2.20 1.36
H 1.88 -4.49 1.39
H 4.19 -4.93 0.63
H 5.61 -3.07 -0.14
H 4.75 -0.77 -0.15
H 3.83 2.69 1.55
H 5.46 4.03 0.33
H 5.92 3.58 -2.05
H 4.76 1.75 -3.22
H 3.12 0.36 -2.02
H 1.62 -0.83 5.04
H -0.89 -1.81 4.96
H -2.90 0.07 2.31
H -2.94 -1.59 2.96
H -0.35 -3.51 2.71
H -0.68 -5.94 2.93
H -2.12 -7.14 1.33
H -3.25 -5.93 -0.50
H -2.98 -3.50 -0.73
H -3.56 0.56 0.28
H -4.50 1.22 -1.89
H -3.70 0.16 -3.97
H -1.91 -1.55 -3.90
H -0.90 -2.19 -1.74
C -0.21 1.68 -4.71
N -1.00 2.37 -3.69
C -2.00 3.27 -3.97
C -2.47 3.71 -2.79
N -1.76 3.08 -1.78
C -0.85 2.23 -2.36
S 0.39 1.19 -1.80
C -1.94 3.39 -0.39
C -2.82 4.40 -0.03
C -2.95 4.73 1.30
C -2.20 4.05 2.24
C -1.37 3.04 1.80
N -1.25 2.70 0.51
H -0.60 1.96 -5.68
H -0.28 0.61 -4.57
H 0.84 1.99 -4.63
H -2.27 3.54 -4.97
H -3.25 4.43 -2.60
H -3.39 4.95 -0.77
H -3.63 5.53 1.60
H -2.25 4.29 3.30
H -0.78 2.47 2.50
```

Summary:
**Total charge**: +3
**HOMO (alpha / beta)**: -16.064 / -16.057 eV
**Energy relative to the best compared isomer or geometry (same formula, charge and spin)**: 28.4 kJ/mol
**Gap between HOMO and LUMO (alpha / beta)**: 5.27 / 5.26 eV
**F_max**: 1.4 eV/A



# 2
Formula: C39H35N7O4S4Ti
Source: the OMol25 dataset
Level of theory: ωB97M-V/def2-TZVPD

The geometry in XYZ format:
```
90
Properties=species:S:1:pos:R:3
Ti -0.03 -0.65 -0.29
C -4.15 -1.37 -0.15
O -4.65 -0.23 -0.84
C -3.85 0.46 -1.70
C -4.50 1.32 -2.57
C -3.80 2.08 -3.51
C -2.43 1.95 -3.60
C -1.75 1.09 -2.73
C -0.31 0.94 -2.90
N 0.43 0.16 -2.20
N 1.78 0.10 -2.56
C 2.40 -0.70 -1.72
O 1.88 -1.30 -0.72
C 3.87 -0.92 -1.95
C 4.53 -1.85 -1.15
C 5.89 -2.06 -1.32
C 6.59 -1.35 -2.28
C 5.93 -0.42 -3.07
C 4.57 -0.21 -2.91
C -2.45 0.38 -1.73
O -1.79 -0.35 -0.86
H -5.04 -1.87 0.25
H -3.61 -2.05 -0.81
H -3.50 -1.09 0.67
H -5.57 1.39 -2.50
H -4.33 2.75 -4.16
H -1.87 2.51 -4.34
H 0.16 1.49 -3.71
H 3.96 -2.40 -0.42
H 6.40 -2.80 -0.70
H 7.66 -1.51 -2.41
H 6.48 0.14 -3.82
H 4.04 0.51 -3.53
S -0.63 -3.11 -0.32
C -0.70 -2.91 1.39
S 0.22 -1.58 2.07
C -1.48 -3.72 2.20
C -2.32 -4.72 1.66
N -3.03 -5.53 1.23
C -1.49 -3.57 3.61
N -1.51 -3.47 4.76
S -1.71 3.63 -0.13
C -0.81 3.70 1.24
N 0.08 4.68 1.52
C 0.92 4.66 2.70
C 0.14 4.11 3.85
N -0.30 2.78 3.50
C -0.45 1.81 4.59
C 0.81 1.71 5.40
C 0.89 2.19 6.70
C 2.09 2.11 7.40
C 3.21 1.55 6.81
C 3.13 1.06 5.51
C 1.94 1.13 4.81
C -0.97 2.58 2.33
S -1.84 1.25 1.99
C 0.39 5.74 0.56
C -0.23 7.05 0.96
C 0.57 8.13 1.33
C 0.01 9.34 1.69
C -1.37 9.48 1.70
C -2.18 8.41 1.35
C -1.61 7.20 0.98
H 1.25 5.68 2.90
H 1.81 4.04 2.52
H -0.72 4.75 4.08
H 0.78 4.05 4.74
H -0.68 0.85 4.13
H -1.31 2.08 5.21
H 0.02 2.62 7.16
H 2.14 2.48 8.42
H 4.14 1.49 7.35
H 4.00 0.60 5.05
H 1.86 0.73 3.81
H 0.02 5.41 -0.42
H 1.48 5.84 0.51
H 1.65 8.02 1.32
H 0.64 10.17 1.98
H -1.82 10.43 1.98
H -3.26 8.51 1.35
H -2.23 6.36 0.69
C 2.85 2.64 0.04
C 2.24 1.36 0.55
N 3.02 0.50 1.23
O 1.06 1.12 0.34
H 2.78 2.63 -1.04
H 2.24 3.47 0.40
H 3.88 2.78 0.35
H 4.02 0.60 1.21
H 2.62 -0.42 1.38
```

Summary:
**Total charge**: -1
**HOMO (alpha / beta)**: -4.599 / -4.736 eV
**Energy relative to the best compared isomer or geometry (same formula, charge and spin)**: 38.7 kJ/mol
**Gap between HOMO and LUMO (alpha / beta)**: 6.20 / 6.31 eV
**Spin multiplicity**: 2
**F_max**: 1.4 eV/A



# 3
Formula: C39H36BCl3FN5O6PTl
Source: the OMol25 dataset
Level of theory: ωB97M-V/def2-TZVPD

The geometry in XYZ format:
```
93
Properties=species:S:1:pos:R:3
Tl 1.30 0.17 1.75
O 2.93 4.98 2.36
C 2.72 3.85 1.88
O 2.07 2.89 2.39
C 3.23 3.62 0.44
P 2.67 2.00 -0.22
C 1.02 2.42 -0.89
C 0.15 3.22 -0.15
C -1.17 3.41 -0.55
C -1.64 2.81 -1.71
C -0.78 2.01 -2.46
C 0.52 1.81 -2.05
C 3.72 1.91 -1.73
C 4.76 0.98 -1.74
C 5.67 0.93 -2.79
C 5.55 1.81 -3.86
C 4.51 2.73 -3.87
C 3.61 2.78 -2.82
H 4.32 3.60 0.48
H 2.94 4.48 -0.18
H 0.49 3.66 0.78
H -1.84 4.00 0.06
H -2.68 2.93 -2.00
H -1.15 1.50 -3.34
H 1.16 1.12 -2.59
H 4.83 0.28 -0.92
H 6.47 0.20 -2.77
H 6.26 1.77 -4.68
H 4.40 3.42 -4.70
H 2.80 3.50 -2.84
Cl -5.36 3.35 5.25
C -4.20 2.53 4.21
C -2.91 2.30 4.66
C -2.01 1.65 3.84
Cl -0.38 1.45 4.43
C -2.30 1.16 2.53
O -1.49 0.53 1.79
C -3.64 1.49 2.14
Cl -4.13 1.07 0.51
C -4.56 2.14 2.93
H -2.60 2.63 5.64
H -5.56 2.34 2.56
N -0.10 -1.38 6.46
C 0.35 -1.77 5.24
O 1.49 -1.54 4.87
C -0.64 -2.53 4.44
C -0.63 -2.58 3.08
N -0.63 -2.71 1.92
C -1.77 -3.13 5.07
N -2.65 -3.65 5.61
H 0.46 -0.67 6.90
H -1.10 -1.31 6.61
C 3.80 -5.07 4.05
C 3.67 -4.17 2.86
C 3.97 -4.37 1.53
C 3.59 -3.17 0.87
N 3.11 -2.31 1.75
N 3.17 -2.93 2.95
C 3.66 -2.79 -0.57
H 4.37 -5.96 3.79
H 2.82 -5.39 4.41
H 4.31 -4.56 4.87
H 4.39 -5.26 1.09
H 2.74 -2.47 3.74
H 4.69 -2.53 -0.85
H 3.01 -1.92 -0.76
H 3.35 -3.63 -1.20
F 1.66 -0.46 -0.72
C -3.76 -0.34 -5.54
C -4.13 -0.29 -4.06
C -5.47 -1.03 -3.88
C -4.30 1.17 -3.64
C -3.05 -0.92 -3.18
C -1.74 -1.11 -3.63
C -0.72 -1.59 -2.80
C -1.07 -1.87 -1.51
O -0.28 -2.36 -0.49
B -1.11 -2.30 0.60
O -2.40 -1.97 0.32
C -2.35 -1.67 -1.04
C -3.36 -1.22 -1.84
H -4.59 0.06 -6.13
H -3.57 -1.37 -5.87
H -2.88 0.25 -5.76
H -6.20 -0.65 -4.60
H -5.88 -0.87 -2.88
H -5.35 -2.10 -4.03
H -5.11 1.64 -4.21
H -3.38 1.74 -3.82
H -4.53 1.26 -2.58
H -1.48 -0.86 -4.65
H 0.30 -1.70 -3.14
H -4.34 -1.05 -1.43
```

Summary:
**Total charge**: -2
**HOMO**: -2.412 eV
**Energy relative to the best compared isomer or geometry (same formula, charge and spin)**: 191.8 kJ/mol
**Gap between HOMO and LUMO**: 6.25 eV
**F_max**: 0.7 eV/A



# 4
Formula: C39H36F3N2O2
Source: the OMol25 dataset
Level of theory: ωB97M-V/def2-TZVPD

The geometry in XYZ format:
```
82
Properties=species:S:1:pos:R:3
C 5.96 -9.77 5.73
O 4.75 -9.97 6.51
C 3.68 -9.17 6.25
C 2.44 -9.48 6.87
C 1.29 -8.77 6.57
C 1.34 -7.61 5.74
C 0.16 -6.81 5.37
C -1.12 -7.41 5.23
C -2.33 -6.82 4.87
C -3.59 -7.53 4.88
C -4.83 -6.85 4.75
C -6.05 -7.52 4.73
C -6.09 -8.92 4.85
C -4.89 -9.61 5.07
C -3.67 -8.94 5.09
C 0.35 -5.38 5.14
C 1.23 -4.63 5.98
C 1.24 -3.25 5.96
C 0.50 -2.55 4.98
O 0.60 -1.19 4.94
C -0.02 -0.52 3.81
C -0.29 -3.28 4.06
C -0.36 -4.66 4.16
C 2.62 -7.26 5.21
C 3.74 -8.06 5.38
H 6.69 -10.46 6.15
H 5.77 -10.01 4.67
H 6.33 -8.74 5.82
H 2.41 -10.31 7.58
H 0.34 -9.08 7.00
H -1.13 -8.47 5.51
H -2.38 -5.76 4.64
H -4.82 -5.76 4.63
H -6.98 -6.98 4.60
H -7.04 -9.45 4.81
H -4.93 -10.70 5.21
H -2.76 -9.52 5.25
H 1.86 -5.16 6.70
H 1.83 -2.69 6.69
H 0.11 0.55 3.99
H 0.49 -0.81 2.88
H -1.09 -0.76 3.75
H -0.86 -2.76 3.28
H -0.98 -5.21 3.45
H 2.72 -6.37 4.59
H 4.66 -7.82 4.84
C -2.16 -1.98 -2.51
N -2.57 -0.86 -1.69
C -1.76 -0.39 -0.57
H -1.87 -1.13 0.29
C -0.29 -0.18 -0.91
C 0.05 0.70 -1.95
C 1.39 0.88 -2.28
C 2.36 0.21 -1.54
C 3.82 0.38 -1.89
F 4.61 0.24 -0.78
F 4.23 -0.57 -2.79
F 4.09 1.61 -2.42
C 2.03 -0.64 -0.50
C 0.69 -0.84 -0.18
N -2.44 0.88 -0.27
C -1.84 1.90 0.57
C -3.43 1.15 -1.18
C -3.52 0.06 -2.06
C -4.37 0.08 -3.16
C -5.11 1.25 -3.38
C -5.01 2.35 -2.49
C -4.20 2.30 -1.36
H -2.89 -2.09 -3.32
H -1.16 -1.82 -2.94
H -2.14 -2.90 -1.91
H -0.71 1.23 -2.52
H 1.69 1.53 -3.10
H 2.81 -1.15 0.05
H 0.39 -1.51 0.63
H -2.50 2.77 0.56
H -1.72 1.52 1.59
H -0.84 2.20 0.19
H -4.45 -0.80 -3.80
H -5.77 1.32 -4.24
H -5.60 3.25 -2.69
H -4.15 3.11 -0.63
```

Summary:
**Total charge**: +1
**HOMO**: -8.306 eV
**Energy relative to the best compared isomer or geometry (same formula, charge and spin)**: 21.2 kJ/mol
**Gap between HOMO and LUMO**: 3.11 eV
**F_max**: 1.3 eV/A



# 5
Formula: C39H36I2N15O5Zr
Source: the OMol25 dataset
Level of theory: ωB97M-V/def2-TZVPD

The geometry in XYZ format:
```
98
Properties=species:S:1:pos:R:3
Zr 0.55 -0.12 -0.16
I -1.55 -6.42 4.16
C -1.28 -4.72 3.03
C -2.15 -3.64 3.17
C -1.95 -2.49 2.41
I -3.33 -0.94 2.66
C -0.91 -2.42 1.51
O -0.70 -1.30 0.77
C -0.04 -3.49 1.35
C 1.09 -3.42 0.36
N 1.84 -2.12 0.42
C 2.64 -2.04 1.66
C 3.05 -0.63 1.94
C 3.93 -0.34 2.97
C 4.31 0.97 3.18
C 3.82 1.96 2.33
C 2.95 1.59 1.33
N 2.55 0.32 1.15
C -0.23 -4.64 2.12
H -2.97 -3.70 3.87
H 0.74 -3.55 -0.66
H 1.80 -4.22 0.56
H 2.49 -2.16 -0.36
H 3.52 -2.67 1.57
H 2.04 -2.44 2.47
H 4.32 -1.14 3.59
H 4.99 1.23 3.98
H 4.11 3.00 2.43
H 2.56 2.32 0.64
H 0.45 -5.47 2.00
C -0.77 1.16 -4.94
C -0.13 0.51 -3.90
N -0.02 1.08 -2.71
C -0.52 2.29 -2.56
C -1.22 2.91 -3.58
N -1.35 2.35 -4.78
C -0.30 2.94 -1.24
C -0.24 4.31 -1.19
C -0.10 4.99 0.01
C -0.12 4.18 1.15
C -0.19 2.81 1.05
N -0.19 2.14 -0.14
C -0.29 2.00 2.28
C -0.79 2.49 3.47
N -0.79 1.77 4.59
C -0.29 0.54 4.50
C 0.13 0.02 3.29
N 0.13 0.75 2.19
C 0.04 6.47 0.08
C 0.08 7.13 1.30
C 0.22 8.51 1.31
N 0.33 9.25 0.20
C 0.29 8.60 -0.96
C 0.16 7.23 -1.07
H -0.83 0.70 -5.92
H 0.31 -0.47 -4.04
H -1.71 3.87 -3.43
H -0.29 4.84 -2.13
H -0.06 4.62 2.13
H -1.23 3.48 3.52
H -0.26 -0.05 5.41
H 0.45 -1.02 3.22
H -0.01 6.62 2.25
H 0.24 9.05 2.25
H 0.39 9.21 -1.85
H 0.15 6.79 -2.06
N -3.12 1.09 -0.57
N -3.66 -0.09 -1.09
C -2.91 -1.08 -1.53
N -3.49 -2.21 -1.88
N -1.54 -0.81 -1.58
N -0.75 -1.79 -1.95
O -1.01 -2.89 -2.32
O 0.51 -1.43 -1.79
H -3.19 1.06 0.44
H -3.66 1.88 -0.93
H -4.65 -0.27 -0.98
H -4.49 -2.31 -1.81
H -2.95 -2.98 -2.25
O 6.09 -1.64 0.26
C 6.74 -1.11 -0.90
N 6.42 -1.81 -2.10
C 5.37 -1.58 -2.93
O 5.13 -2.27 -3.89
C 4.49 -0.37 -2.72
C 4.41 0.55 -3.74
C 3.53 1.60 -3.61
C 2.67 1.62 -2.53
N 2.67 0.70 -1.55
C 3.64 -0.24 -1.64
H 6.62 -2.36 0.60
H 7.82 -1.12 -0.76
H 6.42 -0.08 -0.98
H 6.95 -2.64 -2.33
H 5.04 0.45 -4.62
H 3.48 2.40 -4.34
H 1.98 2.44 -2.43
H 3.77 -0.90 -0.79
```

Summary:
**Total charge**: +3
**HOMO**: -14.817 eV
**Energy relative to the best compared isomer or geometry (same formula, charge and spin)**: 0.0 kJ/mol
**Gap between HOMO and LUMO**: 6.08 eV
**F_max**: 1.6 eV/A